Molecular formula: C43H100N8O11
Method: DFT, ωB97M-V with the def2-TZVPD basis set

Last column: Löwdin charge in e.
Element x y z (Å)
C 1.919506 -4.201432 -3.341447  -0.13
O 0.529819 -4.192954 -3.040966  -0.14
H 2.370662 -5.078583 -2.874534  0.09
H 2.053099 -4.237021 -4.381714  0.06
H 2.425714 -3.342836 -2.866806  0.07
H 0.368768 -4.943961 -2.499101  0.01
C -6.654933 -0.676127 -1.382721  -0.13
O -5.829330 -0.172098 -0.358022  -0.19
H -6.127972 -0.604535 -2.363365  0.07
H -6.756267 -1.751687 -1.105237  0.08
H -7.620586 -0.166720 -1.375730  0.09
H -4.894367 -0.449240 -0.222913  0.04
C -1.849418 -2.589393 -6.806119  -0.12
O -1.506776 -3.732071 -5.949295  -0.13
H -1.434091 -1.688397 -6.408533  0.05
H -1.488805 -2.837121 -7.794827  0.07
H -2.942522 -2.458616 -6.908285  0.08
H -1.937029 -3.514197 -5.121050  0.03
C 7.346559 -1.220049 -4.491498  -0.16
O 7.024021 -1.039125 -3.144549  -0.15
H 8.279912 -0.771859 -4.850020  0.09
H 7.284353 -2.271353 -4.747740  0.07
H 6.460364 -0.882907 -5.041016  0.08
H 6.044161 -0.935297 -3.013889  0.07
C -2.414481 7.201544 -1.429427  -0.14
O -1.949382 5.912922 -1.036255  -0.15
H -1.541535 7.883663 -1.446833  0.08
H -2.826289 7.198266 -2.420021  0.06
H -3.133298 7.495606 -0.685733  0.08
H -2.610010 5.425887 -0.556857  0.01
C 0.824820 -4.637474 0.095186  -0.16
O 0.552709 -5.747687 -0.760178  -0.15
H -0.049462 -4.253729 0.586480  0.03
H 1.590382 -4.867074 0.873078  0.06
H 1.189204 -3.763746 -0.532986  0.08
H -0.170559 -6.270106 -0.297885  0.10
C -0.765214 5.059035 5.323293  -0.18
O 0.613726 5.320135 5.453432  -0.12
H -1.275883 5.992538 5.473351  0.07
H -1.053782 4.533875 4.443830  0.06
H -1.201839 4.493880 6.128355  0.07
H 0.946278 4.586038 6.017051  0.07
C 7.792257 -2.832108 -0.466589  -0.12
O 7.749489 -1.401156 -0.403564  -0.14
H 8.229032 -3.178840 0.533329  0.10
H 6.782961 -3.261970 -0.662213  0.09
H 8.524407 -3.124824 -1.189759  0.06
H 7.588380 -1.057144 -1.267278  0.03
C 3.503097 -0.756051 -1.330075  -0.19
O 4.245323 -0.271968 -2.441051  -0.15
H 3.454097 -0.079464 -0.476569  0.07
H 2.470002 -1.026114 -1.661211  0.06
H 3.941735 -1.705454 -0.917775  0.09
H 3.744356 0.526773 -2.675829  0.02
C -0.068261 -0.140026 -3.941576  -0.09
O -0.790356 -1.213089 -3.219967  -0.18
H -0.025531 -0.396151 -4.970638  0.05
H -0.617135 0.834629 -3.789448  0.08
H 0.968125 -0.097334 -3.539114  0.06
H -0.258373 -2.014007 -3.388437  0.06
C 7.593665 0.137853 2.619883  -0.23
O 6.624823 0.038678 1.671946  -0.15
H 7.540808 -0.709301 3.309867  0.06
H 8.596474 0.205969 2.215936  0.07
H 7.583015 1.019190 3.347409  0.10
H 6.917345 -0.545315 0.903174  0.06
C -3.259869 -2.840589 -2.115176  -0.09
C -4.369274 -3.563735 -1.344376  -0.25
C -3.994911 -5.053029 -1.216401  -0.18
C -3.004800 -5.310670 -0.193296  -0.22
N -2.294017 -5.400579 0.701548  0.18
H -2.280518 -3.131919 -1.682958  0.08
H -3.306657 -1.712669 -2.089466  0.06
H -3.230825 -3.154441 -3.157227  0.07
H -5.286811 -3.528246 -1.936190  0.11
H -4.435753 -3.184295 -0.342376  0.07
H -3.588795 -5.371281 -2.191309  0.13
H -4.883475 -5.622289 -0.836789  0.14
C -3.109226 3.292672 -3.728615  -0.07
C -4.027271 2.375971 -2.834162  -0.21
C -3.810809 0.839300 -2.975689  -0.21
C -4.404856 0.421269 -4.192543  -0.26
N -4.918469 0.048314 -5.165175  0.16
H -3.123683 4.302670 -3.355197  0.04
H -3.514953 3.483584 -4.758485  0.09
H -2.046994 2.957009 -3.768911  0.06
H -5.114421 2.549659 -2.976074  0.12
H -3.797199 2.647967 -1.809378  0.04
H -4.203256 0.208585 -2.172855  0.07
H -2.784339 0.673019 -3.064367  0.07
C 2.629448 2.794315 3.220175  -0.08
C 1.730321 1.517170 3.182828  -0.23
C 1.754302 0.708552 4.474822  -0.19
C 1.520777 1.407671 5.738283  -0.21
N 1.256765 1.838766 6.801600  0.14
H 2.170571 3.602949 3.774116  0.05
H 2.717227 3.142230 2.186227  0.05
H 3.640141 2.773222 3.692172  0.09
H 1.868980 0.864264 2.317018  0.08
H 0.709134 1.922679 3.044201  0.10
H 2.793239 0.295439 4.586695  0.13
H 1.050580 -0.113182 4.496692  0.08
C -5.366781 2.296543 4.068885  -0.11
C -5.548725 1.443339 2.808856  -0.25
C -5.943389 2.262651 1.538182  -0.15
C -4.897131 3.192845 0.997551  -0.19
N -4.276113 3.904863 0.341997  0.16
H -4.617332 3.142769 3.906879  0.09
H -4.940656 1.661335 4.903873  0.08
H -6.309403 2.662099 4.335572  0.04
H -6.175322 0.592217 2.992309  0.10
H -4.561031 0.975645 2.544397  0.09
H -6.794819 2.976290 1.679343  0.13
H -6.137544 1.668301 0.682824  0.06
C -2.143405 1.669574 -0.173699  -0.12
C -1.203446 0.839517 0.608564  -0.24
C -0.391626 -0.072700 -0.364089  -0.14
C 0.561639 -0.913713 0.381275  -0.18
N 1.280078 -1.492389 1.053265  0.23
H -2.366099 2.514896 0.443216  0.05
H -3.108153 1.159645 -0.404705  0.07
H -1.755828 1.951757 -1.113990  0.06
H -1.759245 0.222340 1.345925  0.08
H -0.549853 1.522166 1.141360  0.09
H 0.187881 0.618531 -0.982085  0.09
H -1.066353 -0.590227 -1.114189  0.12
C -2.066642 -0.969592 5.163095  -0.08
C -1.183195 -1.443317 3.943003  -0.28
C -1.857751 -2.466834 3.051309  -0.19
C -2.823998 -1.867275 2.122247  -0.19
N -3.598010 -1.439745 1.414980  0.20
H -2.849926 -0.318502 4.692363  0.07
H -1.415329 -0.397332 5.854735  0.07
H -2.495078 -1.838438 5.711507  0.08
H -0.241444 -1.904268 4.344158  0.09
H -0.904560 -0.506339 3.390927  0.09
H -2.293417 -3.231769 3.724628  0.13
H -1.097500 -3.012274 2.448509  0.09
C 4.589070 -2.361050 4.112118  -0.11
C 4.295211 -2.132355 2.595350  -0.24
C 3.613232 -3.414162 2.074667  -0.20
C 2.368412 -3.582861 2.787576  -0.31
N 1.412302 -3.672500 3.422569  0.19
H 3.548406 -2.538595 4.630464  0.09
H 5.028133 -1.437070 4.578145  0.07
H 5.153330 -3.284144 4.342467  0.07
H 5.237212 -1.778518 2.106582  0.09
H 3.606462 -1.280535 2.423172  0.09
H 4.143142 -4.362712 2.316191  0.14
H 3.343365 -3.303267 1.064538  0.06
C 1.824409 5.338177 -0.274452  -0.10
C 1.483363 5.355396 -1.788085  -0.22
C 0.750828 4.018194 -2.296588  -0.14
C 1.658281 2.826155 -2.198583  -0.15
N 2.257844 1.835808 -2.182524  0.19
H 2.465734 4.433723 0.050138  0.09
H 0.910758 5.339389 0.293578  0.06
H 2.437015 6.194259 -0.027714  0.07
H 2.415592 5.400996 -2.344048  0.10
H 0.859871 6.239802 -1.975050  0.10
H 0.430966 4.053266 -3.318393  0.10
H -0.053667 3.860864 -1.583352  0.09

Cartesian forces, eV/Å:
-0.126 -0.104 2.045
0.157 1.442 -1.081
0.147 -0.128 -0.207
0.363 0.130 -1.442
-0.193 -0.010 -0.440
-0.427 -1.003 1.080
1.694 -1.873 -0.015
0.515 1.693 1.133
-0.824 -0.030 0.376
-0.618 0.501 -0.823
0.321 0.033 0.032
-1.175 -0.578 -0.576
-0.735 -1.658 0.265
-0.511 1.252 -0.828
0.431 0.644 0.064
0.364 0.171 -0.116
0.357 -0.106 0.249
0.121 -0.240 0.397
-1.934 -0.514 -1.002
-0.408 0.359 1.508
-0.298 0.072 0.522
0.797 -0.577 0.050
0.534 0.709 -0.568
1.085 0.102 -0.312
0.988 -0.400 0.757
1.110 0.028 -0.687
-0.507 -0.278 0.215
-0.477 -0.097 -0.546
-0.408 0.746 0.029
-0.749 -0.211 0.255
1.387 1.178 -0.553
-1.391 -0.781 1.173
-0.557 -0.112 0.307
-0.582 -0.071 -0.699
-0.201 -1.218 0.574
1.266 0.876 -0.908
-0.419 0.635 1.120
0.446 -1.422 0.725
-0.367 0.654 -0.750
-0.025 -0.092 -1.164
0.313 -0.706 0.697
0.085 0.790 -0.609
0.136 0.274 1.749
0.070 -0.753 1.456
-0.988 0.384 -1.240
0.780 0.123 0.154
0.166 -0.392 -0.755
-0.214 0.338 -1.444
-0.470 -1.714 0.294
-0.203 0.041 0.416
0.015 0.306 -0.220
0.574 0.282 0.368
-0.062 0.803 -0.670
0.364 0.012 -0.167
-0.375 -0.397 1.997
0.868 0.832 -1.020
-0.035 0.017 -1.069
0.636 -1.096 -0.089
-0.665 0.365 -0.248
-0.419 0.019 0.288
1.530 0.369 2.359
-1.281 -0.082 -1.951
0.291 -0.324 0.076
0.387 -0.257 -0.309
-0.864 -0.568 -1.337
0.003 0.910 1.120
0.624 0.740 0.598
0.916 -0.389 -0.843
-0.849 -0.373 -0.113
0.207 0.630 0.228
0.355 -0.287 0.172
-0.338 0.334 -0.180
-0.091 -1.292 0.018
-0.135 0.059 -0.115
-0.159 0.201 0.502
-0.589 0.541 0.337
-0.529 -0.441 0.383
0.595 0.180 -0.970
-0.927 -0.516 -0.830
0.027 0.232 0.131
-0.661 1.565 0.358
-1.375 -1.474 -2.674
0.682 0.569 1.215
0.169 0.314 0.728
0.490 -0.898 0.640
-0.798 0.070 -0.024
0.703 0.298 -0.077
-0.178 -0.015 0.114
-0.012 0.554 0.073
1.867 -0.561 0.092
0.362 -0.244 -0.273
-0.661 1.464 0.551
1.680 -0.398 0.263
-1.085 1.377 2.795
0.801 -0.910 -2.989
-0.605 0.092 0.117
0.267 0.075 0.183
-0.548 -0.819 -0.597
0.506 0.021 0.279
0.241 -0.254 0.078
-0.865 0.003 -0.123
-0.027 -0.323 -0.326
2.550 -0.664 -0.233
2.215 0.599 -1.033
0.280 1.754 1.163
-0.721 -0.423 -0.004
0.205 0.225 0.427
-1.115 -0.978 0.132
-0.612 0.715 -0.848
-1.298 0.882 0.770
-0.767 -0.152 -0.130
-0.739 0.302 0.235
0.332 -0.836 0.200
-0.451 -1.016 -0.583
-1.818 -0.601 0.535
0.436 -1.645 0.117
-0.544 0.463 -0.007
-1.337 0.629 -0.969
0.684 -0.461 0.424
-0.352 0.710 -0.192
0.625 0.182 0.350
0.677 0.669 -1.075
0.506 0.483 -0.404
0.438 -0.224 0.190
0.249 -0.175 -0.060
0.912 0.027 1.217
0.407 -0.141 -1.238
0.798 0.997 1.430
0.675 -0.619 -0.130
1.194 -1.556 1.859
-1.382 1.023 -1.569
0.337 -0.505 0.995
-0.616 -0.137 -0.361
0.119 0.672 -0.413
-0.809 0.328 -0.548
-0.059 -0.953 0.220
-0.269 0.347 -0.701
-0.422 0.396 0.268
-2.239 0.817 0.817
0.881 0.156 0.972
0.641 -0.041 1.157
-1.127 0.185 0.881
0.217 -0.129 -0.230
1.947 0.452 -0.725
-0.158 -1.085 -0.353
0.116 0.661 -0.350
-0.740 -0.934 -0.034
0.174 -0.506 0.365
0.262 0.723 -0.648
-0.007 -0.234 -1.550
0.949 -1.718 -0.543
0.106 -1.256 0.159
1.737 0.585 1.855
-0.257 -0.295 -0.091
-0.456 1.254 -0.044
-1.092 1.159 -0.690
-0.304 0.068 0.434
-0.078 0.362 0.091
0.037 0.412 -0.211
0.091 -0.458 -0.260
-0.418 0.278 -0.445
-0.465 -0.200 -0.314

Properties
- total charge = 0
- HOMO energy (eV) = -9.518
- strongest force on any atom (eV/A) = 3.35
- total energy (a.u.) = -2963.77628